# 1
The following is a DFT calculation (ωB97M-V with the def2-TZVPD basis set) of a structure of composition C5H6O2.

Positions of all 13 atoms, in Å:
1 C 0.5986 1.6829 1.3354
2 O 0.2226 -2.4081 0.7445
3 C -0.1768 -1.9948 -0.3120
4 C -0.8424 -0.6670 -0.4837
5 O -1.0206 -0.0008 0.7631
6 C 0.0399 0.8342 0.4952
7 C 0.2374 0.3437 -0.9021
8 H 1.4548 2.2442 0.9971
9 H 0.2120 1.8746 2.3278
10 H -0.0322 -2.5258 -1.2756
11 H -1.7701 -0.7511 -1.0547
12 H -0.1420 1.3573 -1.3500
13 H 1.2189 0.0108 -1.2850

Summary:
HOMO energy: -0.325 hartree
molar mass: 98.101 g mol⁻¹
ΔE to the lowest compared entry with this formula, charge and spin: 241.0 kJ/mol
total charge: 0
LUMO level: 0.77 eV


# 2
The following is a DFT calculation (ωB97M-V with the def2-TZVPD basis set) of a structure of composition C67H71Ge2N6OS5SeSiTl.

Positions of all 155 atoms, in Å:
1 Tl 0.8449 -0.0640 -2.0354
2 C 8.1753 1.9628 -3.6962
3 Si 7.1991 0.3572 -3.5823
4 C 6.3324 0.0257 -5.2031
5 C 8.4610 -1.0363 -3.3923
6 C 6.2403 0.4216 -1.9708
7 C 6.9866 0.3116 -0.8062
8 C 6.3752 0.2675 0.4385
9 C 4.9921 0.2872 0.4532
10 N 4.2344 0.4320 -0.6322
11 C 4.8188 0.5436 -1.8458
12 S 3.8516 0.8452 -3.2548
13 H 8.8381 1.9920 -4.5685
14 H 8.7887 2.0884 -2.7981
15 H 7.4920 2.8157 -3.7546
16 H 7.0693 -0.2578 -5.9674
17 H 5.7767 0.9007 -5.5392
18 H 5.6080 -0.7839 -5.0865
19 H 9.0893 -1.1251 -4.2855
20 H 7.9502 -1.9927 -3.2422
21 H 9.1208 -0.8745 -2.5347
22 H 8.0703 0.2369 -0.8681
23 H 6.9460 0.1813 1.3548
24 H 4.4492 0.1750 1.3863
25 C -3.6622 1.1555 8.1945
26 C -3.2678 1.5233 6.7850
27 C -4.2244 1.7905 5.8182
28 C -3.8739 2.2344 4.5467
29 C -4.9441 2.4759 3.5130
30 C -2.5251 2.4239 4.2405
31 C -1.5393 2.0769 5.1724
32 C -0.0786 2.2323 4.8376
33 C -1.9275 1.6300 6.4294
34 C -2.1352 3.2988 3.0862
35 C -2.3313 4.6410 3.4371
36 C -1.9475 5.6706 2.6082
37 C -1.3313 5.3553 1.4158
38 C -1.1343 4.0326 1.0189
39 C -1.5542 2.9546 1.8463
40 Ge -1.5963 1.1041 1.0044
41 S -1.9090 1.3803 -1.0723
42 S -2.9944 -0.3994 2.0166
43 Ge -1.4605 -1.8980 1.1902
44 S -1.8497 -2.5156 -0.8028
45 S 0.1668 -0.2911 1.4680
46 C -1.1917 -3.5857 2.2733
47 C -2.1715 -4.0537 3.1668
48 C -2.0249 -5.2790 3.8187
49 C -0.9210 -6.0759 3.5992
50 C 0.0302 -5.6589 2.6870
51 C -0.0954 -4.4498 2.0046
52 C 0.9567 -4.2229 0.9602
53 C 0.8111 -4.8432 -0.2866
54 C -0.3585 -5.7349 -0.6241
55 C 1.8023 -4.6752 -1.2450
56 C 2.9483 -3.9372 -0.9950
57 C 3.9965 -3.7704 -2.0629
58 C 3.1024 -3.3737 0.2671
59 C 2.1276 -3.5095 1.2512
60 C 2.3584 -2.9150 2.6201
61 C -3.4489 -3.3374 3.4621
62 C -3.5681 -2.6198 4.6496
63 C -2.3724 -2.4098 5.5411
64 C -4.7932 -2.0450 4.9756
65 C -5.8871 -2.1479 4.1314
66 C -7.1874 -1.4582 4.4641
67 C -5.7497 -2.8722 2.9530
68 C -4.5500 -3.4803 2.6054
69 C -4.4416 -4.2664 1.3253
70 C -0.3976 3.9386 -0.2847
71 C -1.0145 4.3488 -1.4748
72 C -2.4884 4.6551 -1.5389
73 C -0.2624 4.4116 -2.6400
74 C 1.0866 4.0851 -2.6624
75 C 1.9160 4.2527 -3.9102
76 C 1.6753 3.6655 -1.4777
77 C 0.9575 3.6105 -0.2846
78 C 1.6672 3.2613 0.9964
79 H -4.7342 0.9635 8.2679
80 H -3.4208 1.9679 8.8858
81 H -3.1299 0.2678 8.5387
82 H -5.2778 1.6787 6.0621
83 H -5.9288 2.5480 3.9791
84 H -4.9579 1.6370 2.8099
85 H -4.7561 3.3807 2.9344
86 H 0.1608 3.2713 4.5952
87 H 0.1819 1.6249 3.9674
88 H 0.5445 1.9135 5.6744
89 H -1.1621 1.3892 7.1633
90 H -2.7833 4.8578 4.3992
91 H -2.1061 6.7043 2.8952
92 H -0.9793 6.1445 0.7599
93 H -2.8048 -5.5984 4.5023
94 H -0.8193 -7.0283 4.1073
95 H 0.8839 -6.2900 2.4642
96 H -1.1309 -5.7112 0.1408
97 H -0.0158 -6.7695 -0.7443
98 H -0.8141 -5.4064 -1.5581
99 H 1.6697 -5.1390 -2.2213
100 H 3.9923 -4.6222 -2.7487
101 H 4.9927 -3.6715 -1.6274
102 H 3.8065 -2.8696 -2.6533
103 H 4.0059 -2.8143 0.4918
104 H 3.4212 -2.7195 2.7745
105 H 2.0046 -3.5832 3.4075
106 H 1.8241 -1.9710 2.7285
107 H -1.6204 -3.1835 5.4053
108 H -2.6681 -2.3884 6.5904
109 H -1.9108 -1.4499 5.2960
110 H -4.8820 -1.4852 5.9002
111 H -7.2476 -1.2261 5.5290
112 H -8.0460 -2.0766 4.1945
113 H -7.2690 -0.5175 3.9115
114 H -6.5976 -2.9588 2.2788
115 H -5.4316 -4.4612 0.9082
116 H -3.9311 -5.2182 1.4869
117 H -3.8615 -3.7171 0.5748
118 H -2.8284 5.2596 -0.6992
119 H -3.0397 3.7088 -1.5095
120 H -2.7312 5.1814 -2.4668
121 H -0.7462 4.7223 -3.5642
122 H 1.2855 4.4721 -4.7754
123 H 2.4970 3.3486 -4.1101
124 H 2.6223 5.0789 -3.7864
125 H 2.7237 3.3890 -1.4763
126 H 2.7400 3.3634 0.8676
127 H 1.4672 2.2270 1.2930
128 H 1.3442 3.9067 1.8161
129 N -3.4325 4.6812 -4.9636
130 C -3.2226 3.3766 -5.3232
131 O -4.1175 2.6623 -5.7255
132 C -1.7885 2.9519 -5.2200
133 C -0.8282 3.5145 -6.0516
134 C 0.4846 3.0938 -5.9362
135 C 0.7960 2.1480 -4.9677
136 N -0.1166 1.6380 -4.1432
137 C -1.3859 2.0135 -4.2799
138 H -4.3882 4.9806 -4.8677
139 H -2.7349 5.1557 -4.4162
140 H -1.1170 4.2536 -6.7906
141 H 1.2632 3.4986 -6.5706
142 H 1.8105 1.7840 -4.8380
143 H -2.0965 1.5713 -3.5871
144 Se 2.9156 -1.9179 -7.3456
145 N 1.5955 -3.0849 -7.5991
146 C 0.7627 -2.8841 -6.6026
147 C -0.4576 -3.6033 -6.3873
148 C -1.2060 -3.2438 -5.3270
149 C -0.7776 -2.1824 -4.4445
150 N 0.3340 -1.5307 -4.5629
151 C 1.1192 -1.8481 -5.6423
152 N 2.2438 -1.2104 -5.8823
153 H -0.7469 -4.3980 -7.0620
154 H -2.1427 -3.7415 -5.1112
155 H -1.4045 -1.9023 -3.6006

Summary:
HOMO energy: -0.077 hartree
molar mass: 1593.330 g mol⁻¹
ΔE to the lowest compared entry with this formula, charge and spin: 144.2 kJ/mol
total charge: -2
LUMO level: 2.67 eV


# 3
The following is a DFT calculation (ωB97M-V with the def2-TZVPD basis set) of a structure of composition C2H6N6.

Positions of all 14 atoms, in Å:
1 C 0.4015 0.4927 -0.1231
2 C -0.3434 1.6732 -0.3349
3 H 2.8083 -0.2251 1.5528
4 H 1.4675 -1.2538 1.3318
5 H -0.0606 2.6867 -0.7782
6 H -2.4085 -0.2507 0.1449
7 H -0.3578 -2.9190 0.6584
8 H 0.8006 -2.2756 -0.8397
9 N 2.0976 -0.6327 0.7461
10 N 1.6219 0.6132 0.3178
11 N -1.6207 1.3661 -0.1524
12 N -1.7221 0.0239 -0.4869
13 N -0.4674 -0.6195 -0.0501
14 N -0.2805 -2.0022 -0.2776

Summary:
HOMO energy: -0.280 hartree
molar mass: 114.112 g mol⁻¹
ΔE to the lowest compared entry with this formula, charge and spin: 592.3 kJ/mol
total charge: 0
LUMO level: 0.27 eV


# 4
The following is a DFT calculation (ωB97M-V with the def2-TZVPD basis set) of a cluster of 10 separate species, C34H61NO27 in total.

Positions of all 123 atoms, in Å:
1 C 5.0660 0.9166 -1.0737
2 C 6.1720 2.0106 -1.2007
3 C 7.6070 1.5616 -0.9267
4 O 8.2510 1.7736 -2.1667
5 C 7.4180 2.2116 -3.0207
6 O 7.7440 2.6426 -4.0987
7 O 6.1770 2.2676 -2.5777
8 H 5.4220 0.0486 -1.7467
9 H 4.0690 1.2036 -1.3307
10 H 5.0710 0.5056 -0.0697
11 H 5.9440 2.8686 -0.6267
12 H 7.6790 0.5216 -0.6307
13 H 8.0180 2.2416 -0.2637
14 C 2.3050 4.6106 -5.2307
15 C 2.6020 3.0776 -5.1647
16 C 3.1850 2.6356 -3.8257
17 O 2.4710 1.4416 -3.5117
18 C 1.3540 1.3366 -4.3347
19 O 0.4640 0.5026 -4.2397
20 O 1.5200 2.2056 -5.2807
21 H 2.3840 4.9476 -6.1987
22 H 3.0770 5.1576 -4.7937
23 H 1.3720 4.8916 -4.7027
24 H 3.3400 2.7806 -5.8927
25 H 3.2060 3.2566 -2.9737
26 H 4.2110 2.4416 -4.0027
27 C 0.5480 3.3526 3.4543
28 C 1.0570 4.7956 3.7193
29 C 0.4340 5.4106 5.0093
30 O 1.4910 5.4666 5.8063
31 C 2.6380 5.1416 5.2293
32 O 3.7150 5.1686 5.8173
33 O 2.4290 4.6806 4.0253
34 H 1.1560 2.8866 2.6733
35 H -0.4920 3.4386 3.1033
36 H 0.4740 2.6796 4.2453
37 H 0.9320 5.2776 2.7623
38 H -0.3310 4.7556 5.4293
39 H 0.2020 6.4416 4.8873
40 C -3.6170 -3.8434 1.6973
41 O -2.8420 -4.9734 2.0163
42 C -1.7140 -5.1494 1.4273
43 O -1.0920 -4.2114 0.6083
44 O -1.0850 -6.2444 1.7223
45 C 0.1340 -6.6344 1.1973
46 H -3.0270 -2.8584 1.8663
47 H -4.4580 -3.7464 2.3573
48 H -4.0810 -3.7634 0.6413
49 H 0.8120 -5.8954 1.7073
50 H 0.3350 -6.4544 0.2013
51 H 0.3880 -7.6634 1.4983
52 C 0.8140 -2.7014 2.4153
53 O 0.9770 -1.5674 3.1953
54 C 0.2510 -1.3164 4.2983
55 O -0.6650 -2.3174 4.8283
56 O 0.2830 -0.1154 4.7973
57 C -0.7200 0.0956 5.8103
58 H 1.0700 -3.5564 3.0413
59 H 1.4590 -2.9394 1.5073
60 H -0.1560 -2.6614 1.9813
61 H -1.7340 0.0726 5.3923
62 H -0.5330 1.0456 6.3763
63 H -0.6260 -0.6764 6.5243
64 C -0.4950 3.8266 -2.1437
65 O 0.8890 3.5986 -1.8627
66 C 1.3280 4.1596 -0.7397
67 O 0.7350 5.1236 0.0083
68 O 2.4460 3.7146 -0.2757
69 C 3.1510 4.3506 0.8283
70 H -0.7360 4.8846 -2.1987
71 H -1.0290 3.2836 -1.3457
72 H -0.6060 3.3696 -3.1757
73 H 4.2580 4.5446 0.6083
74 H 3.1720 3.6246 1.5743
75 H 2.6850 5.2716 1.0633
76 C 1.3630 0.5326 -0.2337
77 O 0.5500 1.0396 0.8593
78 C -0.6620 0.4796 0.9903
79 O -1.0990 -0.7104 0.3033
80 O -1.3210 0.9516 2.0653
81 C -2.5660 0.3386 2.3603
82 H 0.8450 0.6046 -1.2327
83 H 1.5400 -0.5574 -0.1257
84 H 2.3140 1.0346 -0.3947
85 H -3.1610 1.0366 2.9753
86 H -2.5780 -0.6804 2.8103
87 H -3.2380 0.5236 1.5363
88 C 0.8250 -7.1844 -2.6257
89 O 0.4710 -5.9124 -3.0397
90 C 0.8130 -4.7574 -2.2947
91 O 1.5990 -4.9004 -1.1517
92 O 0.3040 -3.6534 -2.7237
93 C 0.7190 -2.3674 -2.2767
94 H 0.8350 -7.8264 -3.4877
95 H 0.2580 -7.5574 -1.7057
96 H 1.8340 -7.2854 -2.2167
97 H 1.1600 -1.8534 -3.1047
98 H 1.5200 -2.1524 -1.5727
99 H -0.1070 -1.7384 -1.9747
100 C -2.8250 -2.9804 -2.0257
101 O -3.7590 -4.0264 -2.0897
102 C -5.0300 -3.6844 -2.1657
103 O -5.4350 -2.3474 -2.2617
104 O -5.7600 -4.7924 -2.0587
105 C -7.1440 -4.6034 -2.1387
106 H -2.7630 -2.4054 -2.9107
107 H -1.8450 -3.4194 -1.7667
108 H -2.9980 -2.4094 -1.0307
109 H -7.6770 -5.4494 -2.5327
110 H -7.3900 -3.9354 -2.9527
111 H -7.5340 -4.1554 -1.2277
112 C -5.9180 -0.9614 0.8393
113 C -5.3180 0.1166 -0.1127
114 C -5.8610 1.5306 0.0863
115 C -5.6780 2.1256 1.4073
116 N -5.5920 2.5756 2.4893
117 H -5.2790 -1.8654 0.7283
118 H -6.9590 -1.1354 0.6023
119 H -5.6860 -0.4274 1.7393
120 H -5.6330 -0.0734 -1.1257
121 H -4.2330 -0.0314 -0.1257
122 H -6.9380 1.5926 -0.1937
123 H -5.3150 2.1236 -0.6397

Summary:
HOMO energy: -0.361 hartree
SMILES string: C[C@H]1COC(=O)O1.C[C@H]1COC(=O)O1.C[C@H]1COC(=O)O1.COC(=O)OC.COC(=O)OC.COC(=O)OC.COC(=O)OC.COC(=O)OC.COC(=O)OC.CCCC#N
molar mass: 915.842 g mol⁻¹
ΔE to the lowest compared entry with this formula, charge and spin: 233.2 kJ/mol
total charge: 0
LUMO level: 0.20 eV


no.,HOMO-LUMO gap (eV)
1,9.61
2,4.77
3,7.90
4,10.02